Below is a molecular structure, C33H86AgF6N5O14S2 at a distorted geometry, with properties calculated with wB97M-V/def2-TZVPD.

HOMO (alpha / beta)	-0.4516 / -0.4515	Eh
<S²>	2.01
gap between HOMO and LUMO (alpha / beta)	7.9801 / 2.4080	eV
2S+1	3
charge	+2

Atoms and positions in Å:
Ag 4.00 1.28 0.67
C -0.56 1.65 1.89
F -1.75 1.22 1.59
F -0.35 2.67 1.01
F -0.55 1.95 3.17
S 0.76 0.25 1.56
O 1.56 0.27 2.83
O 0.08 -0.97 1.30
N 1.86 0.80 0.28
S 0.91 0.76 -1.02
O -0.56 0.91 -0.78
O 1.40 1.66 -2.03
C 1.15 -0.96 -1.80
F 2.28 -0.86 -2.55
F 1.24 -1.97 -0.98
F 0.11 -1.20 -2.66
C -1.63 7.63 4.81
C -1.00 6.23 4.72
C -1.89 5.19 3.95
O 0.21 6.37 4.08
H -0.91 8.33 5.22
H -2.46 7.57 5.52
H -1.90 8.00 3.82
H -0.77 5.92 5.74
H -2.51 5.70 3.20
H -2.58 4.76 4.68
H -1.55 4.26 3.52
H 0.92 6.44 4.73
C -2.68 1.39 5.16
C -3.93 1.27 5.96
C -4.93 0.11 5.64
O -3.59 1.41 7.31
H -1.95 2.10 5.57
H -2.96 1.46 4.11
H -2.13 0.45 5.26
H -4.43 2.21 5.75
H -5.06 -0.09 4.57
H -5.94 0.20 6.05
H -4.51 -0.82 6.03
H -3.89 0.74 7.92
C 4.45 -4.83 -1.66
C 4.83 -4.29 -3.03
C 4.53 -2.80 -3.16
O 6.21 -4.45 -3.08
H 4.86 -5.83 -1.57
H 3.37 -4.94 -1.56
H 4.82 -4.27 -0.80
H 4.56 -4.84 -3.93
H 5.16 -2.28 -3.89
H 4.64 -2.33 -2.18
H 3.51 -2.78 -3.53
H 6.33 -5.40 -2.97
C 0.60 -5.29 -3.08
C 0.06 -5.21 -4.47
C 1.08 -4.61 -5.54
O -0.29 -6.55 -4.84
H 1.61 -5.67 -2.95
H -0.04 -5.90 -2.45
H 0.65 -4.31 -2.61
H -0.85 -4.63 -4.41
H 2.06 -5.08 -5.45
H 1.29 -3.54 -5.47
H 0.72 -4.68 -6.56
H -0.68 -6.41 -5.71
C 0.95 -0.11 -5.93
C -0.21 0.80 -6.29
C -0.95 1.22 -5.04
O 0.38 1.91 -6.90
H 1.56 -0.36 -6.79
H 0.67 -1.06 -5.48
H 1.47 0.42 -5.13
H -0.84 0.21 -6.95
H -1.67 0.47 -4.71
H -1.51 2.14 -5.18
H -0.24 1.60 -4.30
H 0.47 1.83 -7.86
O 4.08 0.85 2.86
H 4.79 0.77 3.50
H 3.35 0.37 3.26
C -4.90 3.03 -3.80
C -4.05 4.27 -3.46
C -3.27 4.18 -2.09
O -4.09 4.32 -0.96
C -3.38 4.05 0.20
N -3.16 4.49 -4.54
H -4.40 2.06 -3.83
H -5.28 3.23 -4.80
H -5.75 3.03 -3.12
H -4.66 5.17 -3.44
H -2.39 4.81 -2.15
H -2.81 3.20 -2.13
H -2.62 4.82 0.31
H -2.78 3.14 0.14
H -4.11 4.18 1.00
H -2.48 3.76 -4.70
H -3.75 4.54 -5.36
C 3.55 5.47 -0.59
C 3.39 3.92 -0.53
C 4.25 3.30 -1.66
O 4.20 1.83 -1.49
C 4.92 1.12 -2.49
N 3.87 3.58 0.77
H 4.61 5.71 -0.47
H 2.96 5.81 0.26
H 3.16 5.92 -1.50
H 2.40 3.52 -0.75
H 5.27 3.65 -1.54
H 3.74 3.63 -2.57
H 4.82 0.04 -2.39
H 5.94 1.46 -2.33
H 4.62 1.21 -3.53
H 3.31 4.04 1.48
H 4.74 4.08 0.92
C 2.97 -5.25 2.26
C 1.97 -4.12 2.43
C 2.11 -3.45 3.79
O 1.76 -4.45 4.76
C 2.35 -4.21 6.05
N 2.18 -3.13 1.41
H 2.75 -6.05 2.96
H 3.93 -4.79 2.47
H 3.00 -5.78 1.31
H 1.00 -4.61 2.32
H 1.47 -2.57 3.75
H 3.09 -2.98 3.82
H 2.08 -5.01 6.74
H 2.03 -3.26 6.50
H 3.42 -4.32 5.92
H 2.05 -3.56 0.50
H 1.43 -2.47 1.47
C -4.66 -0.87 1.68
C -5.24 -2.34 1.47
C -4.24 -3.23 0.72
O -3.18 -3.66 1.53
C -2.28 -4.42 0.79
N -5.54 -2.98 2.76
H -3.72 -0.78 2.22
H -5.49 -0.33 2.15
H -4.54 -0.42 0.70
H -6.17 -2.27 0.89
H -3.87 -2.71 -0.17
H -4.85 -4.00 0.25
H -1.83 -3.84 -0.01
H -2.81 -5.29 0.39
H -1.49 -4.75 1.46
H -4.69 -3.30 3.21
H -6.14 -3.79 2.65

Below is 8 unconnected molecules or ions with the total composition C33H87N7O12S2 at a distorted geometry, with properties calculated with wB97M-V/def2-TZVPD.

HOMO	-0.3296	Eh
gap between HOMO and LUMO	8.9684	eV
2S+1	1
charge	0

Atoms and positions in Å:
O 4.44 -2.18 0.66
S 3.71 -0.81 0.91
O 4.72 0.50 0.49
C 4.37 1.74 1.20
C 3.04 2.51 0.60
C 1.71 1.54 0.46
C 0.32 2.37 0.16
S -0.79 2.45 1.71
O -0.18 3.62 2.57
O -0.86 1.11 2.48
C 2.06 0.45 -0.73
O 2.31 -0.86 -0.11
H 4.31 1.61 2.39
H 5.28 2.49 1.03
H 3.33 2.87 -0.50
H 2.81 3.47 1.27
H 1.57 1.03 1.52
H -0.32 1.82 -0.67
H 0.57 3.49 -0.17
H -2.13 2.75 1.32
H 1.13 0.40 -1.48
H 2.97 0.82 -1.42
C 0.18 4.00 -6.24
C -0.63 4.19 -4.96
C 0.23 4.56 -3.73
O 0.93 3.44 -3.16
C 2.15 3.12 -3.82
N -1.44 2.99 -4.72
H 0.71 3.04 -6.26
H -0.49 4.00 -7.12
H 0.91 4.80 -6.37
H -1.31 5.04 -5.14
H -0.44 4.92 -2.95
H 0.92 5.38 -3.95
H 2.66 4.00 -4.20
H 1.96 2.41 -4.62
H 2.80 2.62 -3.09
H -2.05 3.17 -3.92
H -0.81 2.26 -4.38
C -0.75 -5.46 -1.45
C -0.82 -4.50 -2.63
C -0.11 -3.15 -2.36
O -0.85 -2.25 -1.54
C -0.73 -2.49 -0.15
N -2.23 -4.30 -3.01
H -1.43 -5.19 -0.64
H -1.03 -6.47 -1.77
H 0.26 -5.51 -1.04
H -0.30 -4.98 -3.47
H 0.01 -2.64 -3.33
H 0.90 -3.30 -1.97
H 0.27 -2.85 0.12
H -1.49 -3.20 0.18
H -0.91 -1.55 0.38
H -2.26 -3.73 -3.85
H -2.65 -3.70 -2.29
C -5.32 3.51 3.08
C -6.73 3.15 2.61
C -7.19 1.74 3.06
O -6.62 0.67 2.30
C -5.32 0.29 2.71
N -6.80 3.30 1.15
H -4.54 3.00 2.50
H -5.15 4.59 2.97
H -5.19 3.26 4.13
H -7.42 3.88 3.06
H -8.27 1.68 2.90
H -7.03 1.59 4.13
H -5.19 0.37 3.79
H -4.57 0.87 2.18
H -5.17 -0.76 2.43
H -7.77 3.15 0.85
H -6.30 2.51 0.74
C -12.50 -0.87 2.60
C -12.40 -0.18 3.95
C -12.71 1.33 3.90
O -11.64 2.13 3.37
C -11.59 2.18 1.96
N -11.07 -0.44 4.53
H -11.64 -0.66 1.95
H -12.53 -1.96 2.73
H -13.41 -0.58 2.07
H -13.15 -0.65 4.61
H -12.86 1.68 4.93
H -13.64 1.53 3.36
H -12.58 2.15 1.50
H -10.97 1.35 1.58
H -11.10 3.11 1.67
H -11.04 -0.06 5.47
H -10.40 0.14 4.01
C 7.98 7.39 1.47
C 7.78 6.25 2.47
C 7.58 4.87 1.79
O 6.27 4.67 1.24
C 6.09 5.24 -0.05
N 6.66 6.58 3.36
H 7.05 7.69 0.98
H 8.38 8.28 1.98
H 8.70 7.11 0.70
H 8.69 6.19 3.07
H 7.70 4.10 2.56
H 8.35 4.67 1.04
H 7.00 5.19 -0.66
H 5.74 6.27 0.04
H 5.30 4.67 -0.56
H 6.59 5.86 4.07
H 5.80 6.47 2.81
C -0.16 -7.86 -5.90
C 1.07 -6.97 -6.06
C 2.15 -7.56 -6.99
O 2.93 -8.60 -6.40
C 2.32 -9.88 -6.43
N 1.62 -6.67 -4.72
H 0.02 -8.72 -5.25
H -0.99 -7.29 -5.45
H -0.50 -8.22 -6.87
H 0.73 -6.02 -6.50
H 2.86 -6.76 -7.23
H 1.72 -7.89 -7.94
H 1.72 -10.04 -7.34
H 1.71 -10.03 -5.54
H 3.11 -10.64 -6.41
H 2.38 -6.01 -4.82
H 2.08 -7.52 -4.39
C 8.18 -3.97 4.76
C 7.76 -2.65 5.39
C 6.48 -2.04 4.76
O 6.70 -1.40 3.50
C 6.73 -2.29 2.39
N 8.89 -1.71 5.34
H 8.66 -3.83 3.78
H 8.92 -4.48 5.39
H 7.33 -4.64 4.63
H 7.53 -2.86 6.45
H 6.12 -1.25 5.43
H 5.68 -2.78 4.69
H 6.03 -3.13 2.51
H 7.74 -2.66 2.22
H 6.43 -1.73 1.50
H 8.63 -0.86 5.85
H 8.97 -1.39 4.37

Below is 12 unconnected molecules or ions with the total composition C33H90O12 at a distorted geometry, with properties calculated with wB97M-V/def2-TZVPD.

HOMO	-0.3438	Eh
gap between HOMO and LUMO	9.4856	eV
energy relative to the best compared isomer or geometry (same formula, charge and spin)	6.5	kcal/mol
2S+1	1
charge	0

Atoms and positions in Å:
C -4.31 -1.15 -2.03
C -5.13 -2.31 -1.46
C -6.61 -2.23 -1.80
O -4.55 -3.49 -2.03
H -4.18 -1.24 -3.11
H -3.32 -1.15 -1.57
H -4.81 -0.20 -1.82
H -4.99 -2.34 -0.37
H -6.80 -2.54 -2.83
H -7.02 -1.22 -1.75
H -7.22 -2.82 -1.11
H -5.05 -4.28 -1.82
C 2.57 -2.68 -0.05
C 4.03 -2.35 0.18
C 4.67 -3.21 1.24
O 4.70 -2.50 -1.08
H 2.01 -2.53 0.88
H 2.44 -3.71 -0.40
H 2.12 -2.08 -0.85
H 4.11 -1.29 0.42
H 4.10 -3.22 2.17
H 5.68 -2.84 1.47
H 4.74 -4.26 0.97
H 5.60 -2.18 -0.99
C -2.16 4.25 1.66
C -0.89 4.31 0.84
C -0.55 5.70 0.36
O 0.21 3.83 1.68
H -2.05 4.93 2.51
H -2.35 3.22 1.96
H -3.05 4.57 1.10
H -0.95 3.57 0.03
H -1.38 6.09 -0.24
H 0.34 5.76 -0.26
H -0.47 6.35 1.24
H 0.13 2.85 1.62
C -3.42 -5.97 0.99
C -2.14 -5.54 0.26
C -1.37 -4.47 1.00
O -1.34 -6.70 0.07
H -3.24 -6.45 1.95
H -3.86 -6.78 0.39
H -4.20 -5.20 1.04
H -2.44 -5.16 -0.72
H -1.85 -3.51 0.80
H -0.35 -4.34 0.64
H -1.39 -4.69 2.07
H -1.80 -7.32 -0.50
C -0.58 -0.37 -0.31
C 0.41 0.30 0.64
C 1.43 1.14 -0.11
O -0.31 1.10 1.57
H -0.02 -0.87 -1.10
H -1.25 0.32 -0.84
H -1.23 -1.08 0.19
H 0.93 -0.48 1.22
H 0.90 1.98 -0.59
H 1.90 0.62 -0.95
H 2.20 1.55 0.54
H -0.79 0.51 2.19
C -0.50 1.36 -3.80
C 0.04 0.23 -4.70
C -1.08 -0.42 -5.49
O 1.05 0.77 -5.55
H -1.36 0.97 -3.26
H -0.66 2.25 -4.42
H 0.29 1.67 -3.10
H 0.47 -0.54 -4.05
H -1.71 0.26 -6.06
H -1.69 -1.06 -4.85
H -0.61 -1.10 -6.21
H 0.67 1.54 -5.99
C 3.74 2.30 -2.73
C 3.32 3.68 -3.24
C 1.82 3.74 -3.46
O 3.72 4.69 -2.34
H 4.82 2.32 -2.55
H 3.44 1.45 -3.34
H 3.26 2.08 -1.76
H 3.82 3.89 -4.19
H 1.53 4.67 -3.96
H 1.26 3.67 -2.52
H 1.45 2.94 -4.11
H 3.30 4.52 -1.49
C -0.48 -4.53 -4.67
C -1.22 -4.19 -3.41
C -0.50 -3.24 -2.45
O -2.44 -3.54 -3.78
H 0.49 -4.97 -4.42
H -0.22 -3.67 -5.28
H -1.01 -5.23 -5.33
H -1.47 -5.13 -2.90
H -1.07 -3.08 -1.53
H -0.38 -2.25 -2.90
H 0.50 -3.62 -2.20
H -3.03 -3.46 -3.00
C 3.39 5.81 2.06
C 3.66 4.59 1.19
C 3.79 3.31 2.01
O 2.54 4.42 0.31
H 4.29 6.17 2.56
H 2.69 5.63 2.89
H 2.90 6.64 1.54
H 4.57 4.75 0.62
H 4.44 3.37 2.89
H 4.18 2.54 1.34
H 2.84 2.98 2.44
H 1.74 4.22 0.85
C -3.77 -0.08 1.98
C -3.19 -0.77 3.18
O -1.76 -0.58 3.26
H -3.50 0.97 1.89
H -4.86 -0.09 2.02
H -3.53 -0.58 1.03
H -3.41 -1.84 3.15
H -3.60 -0.39 4.12
H -1.46 -0.73 4.16
C 2.60 -0.63 3.01
C 2.36 -0.62 4.50
O 3.34 0.19 5.14
H 3.61 -0.97 2.78
H 2.53 0.36 2.55
H 1.89 -1.31 2.53
H 2.47 -1.65 4.87
H 1.36 -0.26 4.76
H 3.17 0.17 6.09
C 0.01 1.73 6.28
C -0.27 2.11 4.84
O 0.24 3.40 4.60
H -0.32 0.70 6.49
H -0.42 2.42 7.00
H 1.09 1.78 6.47
H -1.36 2.10 4.69
H 0.12 1.39 4.10
H 0.27 3.51 3.63